1.
Entry from OMol25: a single C5H7NO2 molecule at a distorted geometry (ωB97M-V with the def2-TZVPD basis set).

Each line ends with the natural charge from an NBO analysis.
Atoms and positions in Å:
O -3.043 0.532 -0.236  -0.558
C -2.276 -0.378 -0.459  0.540
N -0.892 -0.187 -0.494  -0.441
C -0.215 0.706 0.424  -0.098
C 1.013 1.308 -0.149  -0.082
O 1.680 0.242 -0.804  -0.508
C 1.378 -0.943 -0.144  -0.073
C 0.000 -0.743 0.440  -0.095
H -2.630 -1.425 -0.674  0.125
H -0.786 1.193 1.220  0.233
H 1.655 1.734 0.646  0.173
H 0.872 2.116 -0.882  0.206
H 1.482 -1.765 -0.831  0.199
H 2.116 -1.075 0.656  0.165
H -0.353 -1.313 1.287  0.214

For the orbital gap, the calculation gives 10.697 eV. The charge is 0. The SMILES is O=CN1[C@@H]2COC[C@@H]21. The energy relative to the best compared isomer or geometry (same formula, charge and spin) is 171.9 kJ/mol. The value obtained for the strongest force on any atom is 1.89 eV/A.

---

2.
Entry from OMol25: 2 unconnected molecules or ions with the total composition C3H9N2O at a distorted geometry (ωB97M-V with the def2-TZVPD basis set).

Each line ends with the Mulliken spin population.
Atoms and positions in Å:
C 1.261 -0.636 -0.332  0.341
C 0.090 1.164 0.712  0.560
C -1.792 -0.046 0.833  0.678
N 1.834 -1.197 -1.385  0.182
N 0.619 0.536 -0.401  0.035
O -2.309 -0.117 -0.411  0.140
H 1.582 -1.170 0.551  0.016
H 0.151 2.246 0.519  0.030
H 0.459 0.739 1.690  0.002
H -2.464 0.387 1.641  0.013
H -1.121 -0.914 1.181  0.014
H 2.446 -1.978 -1.281  -0.008
H 1.759 -0.915 -2.263  -0.008
H 0.151 0.714 -1.293  0.006
H -2.886 0.540 -0.796  -0.002

For the orbital gap (alpha / beta), the calculation gives 6.087 / 9.746 eV. The charge is +1. The energy relative to the best compared isomer or geometry (same formula, charge and spin) is 147.9 kJ/mol. The spin multiplicity is 3. The value obtained for the strongest force on any atom is 4.95 eV/A.

---

3.
Entry from OMol25: a molecular structure, C30H42BrCl2CoN2O4Sb (ωB97M-V with the def2-TZVPD basis set).

Each line ends with the Mulliken spin population.
Atoms and positions in Å:
Co -0.210 -0.155 0.078  0.964
O 2.609 0.487 3.510  0.000
C 1.931 1.589 3.924  -0.002
C 2.573 2.466 4.782  -0.001
C 1.915 3.612 5.206  0.000
C 0.628 3.891 4.768  0.000
C -0.010 2.997 3.915  0.002
C 0.618 1.830 3.503  -0.008
C -0.005 0.770 2.626  0.013
O 0.737 0.587 1.474  0.007
N -1.392 1.129 2.258  -0.008
N -1.791 0.649 1.075  -0.004
C -3.027 0.614 0.759  0.012
C -3.462 0.208 -0.574  -0.001
Br -2.050 0.014 -1.833  0.016
C -4.706 0.011 -0.997  0.001
C -5.907 0.035 -0.133  0.001
C -5.924 -0.583 1.116  0.001
C -7.070 -0.550 1.897  0.000
C -8.209 0.096 1.436  0.001
C -8.206 0.694 0.182  0.000
C -7.064 0.656 -0.603  0.000
H 2.193 0.185 2.680  -0.004
H 3.586 2.245 5.094  0.000
H 2.419 4.296 5.877  0.000
H 0.126 4.796 5.083  0.000
H -1.012 3.209 3.564  0.000
H -0.048 -0.167 3.203  0.010
H -2.089 1.144 2.993  0.000
H -3.795 0.938 1.457  0.002
H -4.866 -0.172 -2.054  0.000
H -5.059 -1.138 1.461  0.000
H -7.078 -1.045 2.859  0.000
H -9.104 0.117 2.043  0.000
H -9.096 1.185 -0.190  0.000
H -7.063 1.115 -1.585  0.000
C 3.691 0.957 0.505  -0.006
C 3.653 -0.400 -0.205  0.007
C 3.433 -1.519 0.818  -0.003
C 4.984 -0.620 -0.916  -0.002
Sb 1.876 -0.402 -1.445  -0.073
C 2.019 1.339 -2.723  -0.010
C 1.501 2.504 -1.874  0.013
C 1.110 1.194 -3.941  -0.003
C 3.441 1.623 -3.201  0.002
C 1.827 -2.205 -2.647  -0.011
C 1.558 -3.359 -1.678  -0.003
C 0.652 -2.129 -3.621  0.003
C 3.116 -2.459 -3.422  -0.001
H 4.451 0.909 1.295  -0.001
H 2.746 1.220 0.976  0.006
H 3.980 1.762 -0.171  0.000
H 4.182 -1.425 1.613  0.000
H 3.553 -2.507 0.372  0.000
H 2.445 -1.488 1.277  -0.001
H 5.783 -0.556 -0.166  0.000
H 5.192 0.135 -1.674  0.000
H 5.061 -1.599 -1.379  0.000
H 0.468 2.351 -1.552  0.007
H 1.523 3.420 -2.477  -0.001
H 2.099 2.679 -0.980  0.004
H 0.099 0.866 -3.690  0.001
H 1.516 0.504 -4.679  0.000
H 1.018 2.174 -4.425  0.000
H 4.114 1.856 -2.378  0.001
H 3.428 2.495 -3.867  -0.001
H 3.867 0.789 -3.764  0.000
H 0.603 -3.259 -1.163  0.002
H 2.327 -3.462 -0.913  0.000
H 1.543 -4.292 -2.256  0.000
H -0.275 -1.802 -3.143  -0.001
H 0.465 -3.137 -4.008  0.000
H 0.851 -1.483 -4.472  0.000
H 3.942 -2.716 -2.765  0.000
H 3.416 -1.611 -4.044  0.001
H 2.961 -3.316 -4.090  -0.001
Cl -2.766 -4.005 -0.764  0.000
C -2.737 -2.939 0.672  0.003
Cl -3.903 -3.478 1.891  0.000
C -1.297 -2.852 1.208  0.008
O -0.967 -3.485 2.184  0.007
O -0.573 -2.052 0.510  0.057
H -3.069 -1.973 0.317  -0.001

For the orbital gap (alpha / beta), the calculation gives 7.839 / 7.778 eV. The charge is 0. The spin multiplicity is 2. The value obtained for the strongest force on any atom is 0.62 eV/A.